Entry 1:
This record from OMol25 describes a cluster of 9 separate species, C21H33Br12F3O9 in total. The level of theory is ωB97M-V/def2-TZVPD.

Computed properties:
Orbital gap   9.8240 eV
Net charge   0
Highest occupied orbital energy   -0.3703 Ha
SMILES   O=C1OC[C@@H](F)O1.O=C1OC[C@@H](F)O1.O=C1OC[C@@H](F)O1.BrCCBr.BrCCBr.BrCCBr.BrCCBr.BrCCBr.BrCCBr
Electronic energy   -32684.93365 Eh

Cartesian coordinates (Å):
O -2.62 2.21 4.70
H -6.02 1.59 2.92
Br -0.30 2.04 -4.21
H -0.73 1.77 -6.74
H -1.49 3.38 -6.15
C -2.66 1.64 -5.70
H -1.55 -2.31 1.06
Br 1.47 -1.58 1.61
C 3.41 1.82 1.51
F -1.66 1.66 2.76
Br -1.95 -4.96 0.08
H -1.48 -0.56 1.46
F 2.17 0.24 -2.15
H 2.76 -1.95 -4.60
O -0.72 4.17 1.35
C 4.97 -0.69 -3.02
H 2.36 0.38 -4.18
Br 2.66 2.08 4.09
H -4.22 1.81 3.16
H 5.44 -4.82 1.20
C -2.01 -4.70 -2.73
H -2.36 -4.96 -3.71
C -0.62 1.05 4.72
O 6.12 -0.56 -2.72
C 2.95 -1.61 -3.54
H 0.23 -1.87 -0.58
H -2.64 0.54 -5.60
Br 4.83 1.52 0.23
H -3.30 2.04 -4.87
H -1.65 3.94 -1.63
Br -4.16 3.39 0.90
O -0.65 5.34 -0.55
H 2.46 1.24 1.34
H -5.74 1.51 0.55
O 4.30 -1.82 -3.09
Br 5.31 -3.25 3.06
H 2.61 -4.52 2.33
H -1.29 2.46 0.55
H 2.37 -2.16 -2.80
C 0.20 -1.17 0.21
Br -4.71 -0.52 2.99
C -1.23 -1.33 0.76
O -3.65 0.94 6.26
Br 2.83 -6.04 0.46
H -1.94 -6.70 -1.79
H -4.03 0.93 0.61
H 3.89 0.34 2.86
C 4.64 -4.20 1.51
C -4.99 1.35 2.58
C 3.48 -5.10 1.97
H -0.90 3.04 3.83
H -0.14 0.31 4.12
C 3.96 1.38 2.86
H -2.32 -3.69 -2.49
C -4.83 1.53 1.10
H 4.91 1.91 3.11
O 4.13 0.28 -3.18
Br -0.15 -4.49 -3.01
C -0.49 5.39 0.82
C 2.78 -0.13 -3.33
C -2.40 -5.70 -1.70
Br -2.45 -0.86 -0.77
H 0.02 1.57 5.40
O -1.68 0.31 5.39
H 0.31 -0.13 -0.22
C -2.75 1.11 5.51
H 4.35 -3.52 0.68
Br -3.60 1.98 -7.31
H -3.48 -5.83 -1.79
O -0.25 6.36 1.47
C -0.63 3.26 0.27
C -0.74 4.03 -1.02
F 0.63 2.64 0.29
H 3.25 2.87 1.30
C -1.28 2.24 -5.87
H 0.14 3.90 -1.63
H 3.88 -5.82 2.71
C -1.38 2.08 4.00

=====

Entry 2:
This record from OMol25 describes a structure of composition C21H33Br2Cl2Mg2N2O9. The level of theory is ωB97M-V/def2-TZVPD.

Computed properties:
Orbital gap   1.4883 eV
Net charge   -1
Highest occupied orbital energy   -0.1375 Ha
Electronic energy   -8074.26641 Eh

Cartesian coordinates (Å):
Br -5.68 -4.24 2.79
H 4.36 5.66 0.29
C -3.75 -1.62 0.41
C 0.09 1.34 0.30
C 2.74 -4.31 -0.13
H 0.99 -3.00 3.06
O -6.99 -1.05 -6.00
H 3.51 -4.51 -1.02
H -3.73 -2.29 1.37
C 2.26 8.42 1.61
C -1.39 2.08 0.09
H -6.68 -0.79 -1.62
N -1.09 -1.21 0.58
C -5.20 -0.90 0.14
C 3.13 -5.38 1.05
Br 4.22 5.82 -2.81
H 1.11 -0.56 -2.55
Cl -6.50 -2.18 0.65
Mg 3.62 -7.79 1.13
H 3.11 -6.49 0.63
O -7.45 -0.86 -4.05
H 2.91 -1.11 -2.71
O 2.37 -5.24 2.30
O -5.34 -0.83 -4.60
H 1.40 3.30 0.63
H -5.34 0.52 -1.77
H 2.73 9.11 0.90
C -0.81 -2.68 0.77
C -1.18 -3.27 2.26
H 4.27 -5.17 1.33
H 2.36 0.37 -3.75
C 2.20 -0.16 -2.69
Cl -3.58 -4.48 2.24
H -1.47 3.24 -0.10
H -1.45 -3.33 -0.01
H -1.89 -4.22 2.13
O 6.46 -0.32 -1.49
N 2.47 6.47 0.12
H -0.02 -4.25 4.09
C 0.13 -0.29 0.54
C 0.93 -5.05 2.07
H 1.20 -0.78 0.65
H 1.48 8.96 2.15
H 4.09 6.71 -1.13
C 1.53 2.18 0.24
C -2.70 1.05 0.14
O 0.18 -5.76 1.18
H 1.67 -4.47 -0.60
H 2.93 -3.17 0.17
O 3.80 0.53 -0.81
H 4.32 7.43 0.49
C 2.68 0.89 -1.49
H -1.75 -2.52 2.96
O 0.44 7.02 0.91
H 0.32 -2.86 0.45
C -2.47 -0.58 0.40
Mg 3.62 2.67 0.14
C 1.65 7.26 0.86
H -5.37 0.08 0.78
H -3.78 1.52 -0.01
C 3.90 6.58 -0.06
H 2.27 1.66 1.00
C -6.53 -0.91 -4.87
O 2.00 2.15 -1.16
H -3.57 -2.36 -0.51
H 2.99 8.05 2.33
H 1.98 5.71 -0.35
H 5.59 0.02 -1.36
C 0.19 -3.87 3.00
H -4.96 -1.33 -2.19
C -5.52 -0.60 -1.46

=====

Entry 3:
This record from OMol25 describes a structure of composition C21H33FN7NiO7P2S2. The level of theory is ωB97M-V/def2-TZVPD.

Computed properties:
Orbital gap (spin up / spin down)   3.5264 / 3.9154 eV
Net charge   -1
Highest occupied orbital energy (spin up / spin down)   -0.0514 / -0.0699 Ha
2S+1   3
Electronic energy   -4816.47966 Eh

Cartesian coordinates (Å):
H 0.29 -2.68 -0.65
H 1.90 -2.50 2.57
H 1.87 -0.15 -5.49
C -1.97 -3.50 0.00
H 2.05 -2.60 -0.80
H -0.16 -2.44 -4.34
O -1.25 0.00 -1.23
C 2.54 -0.79 -4.91
H 2.74 1.68 -3.86
O 0.50 -0.87 3.80
C 0.63 -0.75 2.55
H 1.92 0.14 0.03
N -1.05 2.28 -2.60
C -4.70 -2.80 0.00
C 3.26 0.86 -3.36
C -2.96 -4.49 0.00
C 3.97 0.63 0.12
H 1.25 -2.12 0.98
H 1.00 2.74 -2.77
C 4.12 -1.29 2.17
C 1.68 -1.67 1.89
C -1.23 2.93 -1.30
O 0.00 0.01 -3.45
S -3.87 -0.10 0.00
H -5.07 -4.92 0.00
O 1.25 0.00 -1.23
N 5.21 -0.55 1.79
H -0.40 2.70 -0.62
H 3.54 -0.75 -5.36
H -0.09 3.97 -3.42
C 0.06 2.89 -3.30
P -1.21 0.64 -2.59
H -0.92 -3.75 0.00
C 1.13 -2.92 -1.30
H 2.20 -1.82 -5.03
O 4.26 -2.16 3.03
N 1.01 -2.27 -2.60
H -2.16 2.59 -0.83
H -5.75 -2.52 0.00
H -1.31 4.02 -1.40
H -2.67 -5.54 0.00
O 6.30 0.92 0.44
C -2.47 0.57 -4.95
H -3.46 0.61 -5.41
S -1.47 1.74 0.00
P 1.20 -0.63 -2.59
N 2.56 -0.40 -3.51
H 0.16 2.48 -4.31
C -2.14 0.10 0.00
H 0.04 -3.94 -3.46
H 1.19 -4.01 -1.40
F 3.94 1.56 -0.86
N -2.57 0.40 -3.51
C 2.89 -0.04 0.50
H -4.40 -0.65 -3.66
H 4.28 0.80 -3.76
H -3.59 -0.80 -2.11
H 3.37 1.13 -2.30
H -1.98 1.51 -5.20
C -2.34 -2.14 0.00
Ni 0.00 0.00 0.00
H -1.05 -2.69 -2.83
C -4.31 -4.14 0.00
H 6.07 -0.77 2.26
H -2.96 -1.68 -3.51
N -1.47 -1.07 0.00
H 0.00 0.00 -1.52
C -3.70 -1.81 0.00
C -3.41 -0.74 -3.19
H -1.90 -0.25 -5.41
C -0.10 -2.86 -3.33
N 2.94 -1.00 1.50
C 5.26 0.37 0.78
O 0.00 0.00 1.75

=====

Entry 4:
This record from OMol25 describes a structure of composition C21H33N3O7P2Sn. The level of theory is ωB97M-V/def2-TZVPD.

Computed properties:
Orbital gap (spin up / spin down)   3.8684 / 3.3187 eV
Net charge   0
Highest occupied orbital energy (spin up / spin down)   -0.1869 / -0.1788 Ha
Electronic energy   -2407.32120 Eh

Cartesian coordinates (Å):
C 0.59 -1.88 2.49
C -1.11 -0.79 -5.15
C 1.49 0.75 -5.10
H -1.26 -0.69 -1.18
H 1.51 1.65 6.38
H 2.42 -3.61 -0.34
H -2.05 -1.33 -5.32
C 1.99 -2.81 -0.97
N -2.95 -0.48 4.33
C -1.69 0.42 6.27
P 0.39 -2.35 -0.28
C -1.80 0.23 4.90
C -0.87 -3.59 -0.59
H 1.07 -2.66 1.89
H 1.27 3.78 -0.96
H -0.41 -2.19 2.82
N -0.31 0.88 8.23
H 0.91 0.84 -6.03
H -1.57 1.25 -5.73
H -0.57 -0.79 -6.11
H 0.87 4.09 0.76
H 1.21 -1.65 3.36
O -4.04 -0.34 4.91
H 1.93 -1.22 -5.90
O 0.78 1.26 8.71
C -0.17 -0.77 -1.18
C -0.48 0.88 6.80
H -2.53 0.16 6.91
O 1.83 0.98 2.59
H 2.42 1.32 -5.26
H 1.61 0.58 -1.28
H -1.75 3.25 -1.03
H 0.12 -1.14 -2.16
C 1.89 -0.74 -4.90
C 0.52 0.63 -1.13
C -0.58 1.40 -3.83
O 2.46 2.24 4.27
H -1.11 2.12 -3.20
H -1.88 -3.16 -0.45
O -1.05 0.68 2.73
C -1.72 2.42 -0.31
Sn 0.38 -0.05 1.35
C -0.78 0.68 4.02
C 0.77 1.38 -3.94
H 2.19 2.96 0.35
H 1.87 -3.21 -1.98
H 2.69 -1.96 -0.98
H -0.74 -4.41 0.13
C 0.59 1.26 5.96
C 0.48 1.11 4.58
O -2.79 -1.21 3.34
C 1.20 3.33 0.04
C 1.00 -1.53 -3.99
C -0.34 -1.54 -4.09
H -2.51 0.67 -4.37
O -1.26 0.49 8.94
H -2.30 1.57 -0.69
H 1.53 -2.27 -3.41
P 0.00 2.01 0.03
H -2.17 2.76 0.64
H 0.08 1.22 -1.94
H -0.77 -3.98 -1.61
H 2.92 -0.77 -4.51
C -1.49 0.68 -4.79
H -0.96 -2.24 -3.52
N 1.62 1.49 3.80
H 1.41 1.98 -3.30

=====

Entry 5:
This record from OMol25 describes a structure of composition C21H33N3O7P2Sn. The level of theory is ωB97M-V/def2-TZVPD.

Computed properties:
Orbital gap (spin up / spin down)   6.6143 / 6.6689 eV
Net charge   +2
Highest occupied orbital energy (spin up / spin down)   -0.4715 / -0.4713 Ha
Electronic energy   -2406.97959 Eh

Cartesian coordinates (Å):
H 0.50 -1.92 3.35
H -1.15 3.21 -5.25
C -1.87 -1.11 -0.85
C -0.23 1.70 -1.83
P 0.12 2.07 -3.57
H 1.42 3.95 -2.79
H 2.40 2.83 -3.80
H 2.06 -3.53 -3.62
C -0.24 0.60 7.83
H -1.63 -0.65 0.13
H 1.22 3.94 -4.56
H -1.33 -0.40 -4.65
H -0.13 -1.02 -5.76
H -0.11 2.72 -1.39
C -1.25 0.27 5.67
C -0.86 -2.07 -1.25
C 0.62 0.67 -4.62
C 1.42 3.31 -3.68
H -1.42 -0.31 -2.80
H 0.38 0.58 -0.05
C -2.07 0.00 -1.96
O -3.46 -0.28 5.21
H -3.10 0.00 -2.34
N -0.32 0.47 9.27
C -1.12 -3.26 -4.08
C 0.80 0.77 -1.05
H -2.25 -0.16 7.52
C 0.94 1.05 7.23
H -1.82 3.51 -3.62
C 1.74 -2.74 -4.30
N 2.33 1.48 5.30
H 1.79 1.34 7.84
C -1.63 1.32 -1.65
H -2.84 -1.63 -0.73
C 1.05 1.11 5.84
C 0.39 -1.78 -1.95
H 1.69 1.40 -0.87
O -0.15 0.96 3.73
C -0.25 -0.61 -4.74
H 2.07 -2.17 2.52
O 2.62 1.29 4.04
N -2.28 -0.34 4.82
O -1.36 0.00 9.77
C -0.10 0.79 5.02
H 1.66 0.41 -4.39
Sn 1.43 0.47 2.40
C 1.53 -1.55 3.24
H 2.04 -1.55 4.21
H 1.59 -3.16 -5.30
C -1.34 0.21 7.05
H -1.19 -4.01 -3.29
O 3.19 1.96 6.05
H -2.09 -2.74 -4.20
P 0.17 -2.08 -3.72
C -1.40 2.75 -4.28
H 1.87 -0.28 -2.60
H -1.02 -3.13 -1.01
H 2.11 -0.87 -1.01
C 1.31 -0.52 -1.68
H -2.32 2.08 -1.27
H -0.87 -3.75 -5.04
H 0.64 1.10 -5.64
H 1.05 -2.64 -1.74
H -2.15 1.96 -4.45
O 0.67 0.81 9.95
H 2.51 -1.95 -4.35
O -1.94 -0.90 3.76

=====

Entry 6:
This record from OMol25 describes a structure of composition C21H33N4S10SbSi3Tc. The level of theory is ωB97M-V/def2-TZVPD.

Computed properties:
Orbital gap (spin up / spin down)   6.4487 / 5.0103 eV
Net charge   0
Highest occupied orbital energy (spin up / spin down)   -0.2483 / -0.2590 Ha
2S+1   4
Electronic energy   -6210.61877 Eh

Cartesian coordinates (Å):
C 0.91 -2.47 4.02
Sb -0.21 0.20 -1.10
H 3.44 3.61 2.58
C 2.89 1.56 -2.22
H 1.95 2.48 0.56
H -2.25 2.40 1.50
N 1.10 -1.39 3.20
H -4.44 -1.75 -1.74
C 2.73 -2.98 -0.02
H 3.05 -1.57 -2.45
H 1.56 -2.81 6.12
C -2.09 3.02 -2.45
C -0.12 3.85 -0.28
H 3.28 1.94 4.49
C -1.54 -2.78 -2.74
C -2.08 0.81 4.22
S -0.73 1.78 4.34
H -4.12 -0.08 -1.23
H -0.54 4.84 -0.53
S 2.86 -1.30 0.40
C 2.09 0.75 3.22
Si -1.35 2.52 -0.79
S 4.13 -3.87 -0.56
H 0.40 0.30 -5.10
H -0.65 -2.75 -3.38
H -3.35 1.60 0.38
H 2.90 -1.30 -4.20
S 1.66 -5.36 -0.41
H 0.23 1.90 -4.37
H -2.31 -3.35 -3.27
H -3.25 -0.77 -4.52
H 2.47 -0.44 5.88
C 2.90 2.68 2.54
H -2.90 0.82 -3.82
S -3.98 -0.87 3.39
H 3.17 1.24 -1.21
C -3.69 -1.08 -1.30
C 2.15 2.11 1.55
H 3.80 1.57 -2.83
Tc 0.67 -0.80 1.19
H 2.50 2.58 -2.17
H -3.47 -1.43 -0.29
C 0.92 1.07 -4.53
H 1.75 1.44 -5.15
C -2.69 2.46 0.50
S -3.32 1.02 5.46
H -3.08 2.58 -2.58
C 1.48 -2.21 5.22
C 1.58 -3.67 0.06
C -2.50 -0.19 -3.97
H -2.20 4.11 -2.49
Si -2.15 -1.07 -2.35
C 2.35 -1.30 -3.25
N 1.65 0.91 1.99
Si 1.61 0.38 -2.93
H 0.05 3.82 0.79
H -1.28 -3.32 -1.83
C 1.77 -0.48 3.89
C 3.35 -5.41 -0.79
S 0.07 -2.98 0.57
H -1.60 -0.11 -4.59
S -6.02 -0.23 5.44
S 4.14 -6.75 -1.29
H 0.38 -3.34 3.68
H -3.30 3.37 0.45
C -2.41 -0.12 3.22
N 2.03 -0.95 5.13
C -4.53 -0.03 4.80
N 2.86 1.80 3.59
H -1.47 2.71 -3.29
H 1.58 -2.08 -3.30
H 0.84 3.77 -0.80
S -1.66 -0.61 1.76

=====

Copy entry 1 word for word.
This record from OMol25 describes a cluster of 9 separate species, C21H33Br12F3O9 in total. The level of theory is ωB97M-V/def2-TZVPD.

Computed properties:
Orbital gap   9.8240 eV
Net charge   0
Highest occupied orbital energy   -0.3703 Ha
SMILES   O=C1OC[C@@H](F)O1.O=C1OC[C@@H](F)O1.O=C1OC[C@@H](F)O1.BrCCBr.BrCCBr.BrCCBr.BrCCBr.BrCCBr.BrCCBr
Electronic energy   -32684.93365 Eh

Cartesian coordinates (Å):
O -2.62 2.21 4.70
H -6.02 1.59 2.92
Br -0.30 2.04 -4.21
H -0.73 1.77 -6.74
H -1.49 3.38 -6.15
C -2.66 1.64 -5.70
H -1.55 -2.31 1.06
Br 1.47 -1.58 1.61
C 3.41 1.82 1.51
F -1.66 1.66 2.76
Br -1.95 -4.96 0.08
H -1.48 -0.56 1.46
F 2.17 0.24 -2.15
H 2.76 -1.95 -4.60
O -0.72 4.17 1.35
C 4.97 -0.69 -3.02
H 2.36 0.38 -4.18
Br 2.66 2.08 4.09
H -4.22 1.81 3.16
H 5.44 -4.82 1.20
C -2.01 -4.70 -2.73
H -2.36 -4.96 -3.71
C -0.62 1.05 4.72
O 6.12 -0.56 -2.72
C 2.95 -1.61 -3.54
H 0.23 -1.87 -0.58
H -2.64 0.54 -5.60
Br 4.83 1.52 0.23
H -3.30 2.04 -4.87
H -1.65 3.94 -1.63
Br -4.16 3.39 0.90
O -0.65 5.34 -0.55
H 2.46 1.24 1.34
H -5.74 1.51 0.55
O 4.30 -1.82 -3.09
Br 5.31 -3.25 3.06
H 2.61 -4.52 2.33
H -1.29 2.46 0.55
H 2.37 -2.16 -2.80
C 0.20 -1.17 0.21
Br -4.71 -0.52 2.99
C -1.23 -1.33 0.76
O -3.65 0.94 6.26
Br 2.83 -6.04 0.46
H -1.94 -6.70 -1.79
H -4.03 0.93 0.61
H 3.89 0.34 2.86
C 4.64 -4.20 1.51
C -4.99 1.35 2.58
C 3.48 -5.10 1.97
H -0.90 3.04 3.83
H -0.14 0.31 4.12
C 3.96 1.38 2.86
H -2.32 -3.69 -2.49
C -4.83 1.53 1.10
H 4.91 1.91 3.11
O 4.13 0.28 -3.18
Br -0.15 -4.49 -3.01
C -0.49 5.39 0.82
C 2.78 -0.13 -3.33
C -2.40 -5.70 -1.70
Br -2.45 -0.86 -0.77
H 0.02 1.57 5.40
O -1.68 0.31 5.39
H 0.31 -0.13 -0.22
C -2.75 1.11 5.51
H 4.35 -3.52 0.68
Br -3.60 1.98 -7.31
H -3.48 -5.83 -1.79
O -0.25 6.36 1.47
C -0.63 3.26 0.27
C -0.74 4.03 -1.02
F 0.63 2.64 0.29
H 3.25 2.87 1.30
C -1.28 2.24 -5.87
H 0.14 3.90 -1.63
H 3.88 -5.82 2.71
C -1.38 2.08 4.00

=====

What is the formula in the sixth record?
C21H33N4S10SbSi3Tc

=====

Please write out number 2 again, unchanged.
This record from OMol25 describes a structure of composition C21H33Br2Cl2Mg2N2O9. The level of theory is ωB97M-V/def2-TZVPD.

Computed properties:
Orbital gap   1.4883 eV
Net charge   -1
Highest occupied orbital energy   -0.1375 Ha
Electronic energy   -8074.26641 Eh

Cartesian coordinates (Å):
Br -5.68 -4.24 2.79
H 4.36 5.66 0.29
C -3.75 -1.62 0.41
C 0.09 1.34 0.30
C 2.74 -4.31 -0.13
H 0.99 -3.00 3.06
O -6.99 -1.05 -6.00
H 3.51 -4.51 -1.02
H -3.73 -2.29 1.37
C 2.26 8.42 1.61
C -1.39 2.08 0.09
H -6.68 -0.79 -1.62
N -1.09 -1.21 0.58
C -5.20 -0.90 0.14
C 3.13 -5.38 1.05
Br 4.22 5.82 -2.81
H 1.11 -0.56 -2.55
Cl -6.50 -2.18 0.65
Mg 3.62 -7.79 1.13
H 3.11 -6.49 0.63
O -7.45 -0.86 -4.05
H 2.91 -1.11 -2.71
O 2.37 -5.24 2.30
O -5.34 -0.83 -4.60
H 1.40 3.30 0.63
H -5.34 0.52 -1.77
H 2.73 9.11 0.90
C -0.81 -2.68 0.77
C -1.18 -3.27 2.26
H 4.27 -5.17 1.33
H 2.36 0.37 -3.75
C 2.20 -0.16 -2.69
Cl -3.58 -4.48 2.24
H -1.47 3.24 -0.10
H -1.45 -3.33 -0.01
H -1.89 -4.22 2.13
O 6.46 -0.32 -1.49
N 2.47 6.47 0.12
H -0.02 -4.25 4.09
C 0.13 -0.29 0.54
C 0.93 -5.05 2.07
H 1.20 -0.78 0.65
H 1.48 8.96 2.15
H 4.09 6.71 -1.13
C 1.53 2.18 0.24
C -2.70 1.05 0.14
O 0.18 -5.76 1.18
H 1.67 -4.47 -0.60
H 2.93 -3.17 0.17
O 3.80 0.53 -0.81
H 4.32 7.43 0.49
C 2.68 0.89 -1.49
H -1.75 -2.52 2.96
O 0.44 7.02 0.91
H 0.32 -2.86 0.45
C -2.47 -0.58 0.40
Mg 3.62 2.67 0.14
C 1.65 7.26 0.86
H -5.37 0.08 0.78
H -3.78 1.52 -0.01
C 3.90 6.58 -0.06
H 2.27 1.66 1.00
C -6.53 -0.91 -4.87
O 2.00 2.15 -1.16
H -3.57 -2.36 -0.51
H 2.99 8.05 2.33
H 1.98 5.71 -0.35
H 5.59 0.02 -1.36
C 0.19 -3.87 3.00
H -4.96 -1.33 -2.19
C -5.52 -0.60 -1.46